Record 1
{"formula": "C4H8O", "method": "the ωB97M-V functional and the def2-TZVPD basis", "molar_mass_g_mol": 72.11, "relative_energy_kcal_mol": 27.4, "e_homo_ev": -9.585, "smiles": "CC1COC1", "orbital_gap_ev": 10.72, "species": ["C", "H", "H", "H", "C", "C", "H", "H", "H", "O", "H", "H", "C"], "coordinates": [[0.17634, 1.35589, 0.01291], [-1.39347, -0.72253, -1.06994], [0.29151, 2.11411, 0.79732], [-0.57524, 1.70572, -0.70889], [-0.01451, -0.09724, 0.48151], [1.28936, -0.34615, -0.29657], [2.14372, -0.71944, 0.28151], [-2.16033, -0.43115, 0.49944], [-1.20632, -1.89770, 0.24188], [1.42502, 1.04446, -0.61939], [0.11310, -0.21007, 1.56231], [1.17334, -0.96808, -1.19546], [-1.26161, -0.82740, 0.01347]], "forces_ev_per_angstrom": [[-0.3, 0.2, 0.1], [0.0, 0.0, 0.1], [0.0, -0.1, -0.1], [0.1, -0.1, 0.1], [-0.1, -0.1, 0.1], [0.1, -0.4, 0.0], [-0.1, 0.1, -0.1], [0.1, 0.0, -0.1], [0.0, 0.1, 0.0], [0.1, 0.1, -0.1], [0.0, 0.0, -0.1], [0.0, 0.1, 0.1], [0.0, 0.0, 0.0]]}

Record 2
{"formula": "C4H8O", "method": "the ωB97M-V functional and the def2-TZVPD basis", "molar_mass_g_mol": 72.11, "relative_energy_kcal_mol": 38.9, "e_homo_ev": -8.513, "smiles": "C=C(C)OC", "orbital_gap_ev": 9.50, "species": ["C", "O", "H", "H", "H", "H", "H", "C", "C", "H", "H", "C", "H"], "coordinates": [[1.77714, -0.93921, 0.02244], [-0.50084, -1.04028, 0.22718], [0.19985, 1.56948, 1.12636], [1.83043, -2.04570, -0.08450], [-0.43334, 1.46732, -0.65121], [-2.50454, -1.24456, -0.12014], [1.40114, 1.58509, -0.30280], [-1.79142, -0.38480, -0.04406], [0.64296, -0.24733, 0.09756], [-2.12556, 0.30405, 0.82449], [-1.67355, 0.20431, -1.01274], [0.43672, 1.21351, 0.09918], [2.74101, -0.44187, -0.18175]], "forces_ev_per_angstrom": [[1.3, -0.2, -1.0], [-1.1, 1.2, 0.0], [0.2, 0.0, -0.8], [-0.5, 1.0, 0.4], [2.0, -0.1, 1.6], [0.6, 1.0, -0.1], [-0.8, 0.5, 0.5], [0.6, -0.1, 0.4], [-1.0, -2.0, 0.2], [0.6, -1.0, -1.4], [-0.8, -1.0, 1.2], [-0.4, 0.6, -1.4], [-0.7, -0.1, 0.4]]}

Record 3
{"formula": "C4H8O", "method": "the ωB97M-V functional and the def2-TZVPD basis", "molar_mass_g_mol": 72.11, "relative_energy_kcal_mol": 31.7, "e_homo_ev": -10.065, "smiles": "C=CC=O.C", "orbital_gap_ev": 10.13, "species": ["C", "H", "H", "H", "C", "C", "O", "H", "H", "C", "H", "H", "H"], "coordinates": [[-0.83693, 1.03285, 0.24502], [1.45013, -0.43426, -1.35719], [1.27651, 0.11077, 0.31303], [-1.92859, -2.14130, 0.75703], [-1.53047, -1.30219, 0.15171], [-1.18850, -0.06968, 0.90416], [-1.38450, -1.42120, -1.04612], [2.89924, -0.07641, -0.35205], [1.84411, 1.25329, -0.92248], [1.87610, 0.21253, -0.58588], [-1.16868, -0.12025, 1.99072], [-0.48114, 1.92927, 0.74495], [-0.82729, 1.02659, -0.84292]], "forces_ev_per_angstrom": [[-0.1, -0.1, 0.1], [0.1, 0.1, 0.1], [0.2, 0.0, -0.1], [0.0, 0.0, -0.1], [0.0, 0.0, -0.3], [0.0, 0.3, -0.1], [-0.1, 0.0, 0.5], [0.0, 0.0, -0.2], [0.1, -0.2, 0.1], [0.1, 0.0, 0.0], [-0.1, 0.0, -0.2], [-0.2, -0.1, 0.0], [-0.1, 0.0, 0.2]]}

Record 4
{"formula": "C4H8O", "method": "the ωB97M-V functional and the def2-TZVPD basis", "molar_mass_g_mol": 72.11, "relative_energy_kcal_mol": 128.3, "e_homo_ev": -7.078, "orbital_gap_ev": 7.67, "species": ["H", "H", "C", "O", "C", "H", "H", "H", "H", "H", "H", "C", "C"], "coordinates": [[1.71167, 1.11737, 0.84156], [-1.39771, 1.09295, 1.16138], [0.47244, -1.69745, -1.01315], [-0.78486, -0.68851, -0.77306], [0.74552, 0.61392, 0.88089], [-0.47263, 2.46231, 0.36612], [0.38681, -2.25902, -0.06813], [-1.44973, -0.97293, -0.11182], [0.50387, 0.80272, -1.30089], [0.70498, -0.17352, 1.62820], [0.07817, -2.29969, -1.83405], [0.00848, 0.46177, -0.40141], [-0.51981, 1.40723, 0.60397]], "forces_ev_per_angstrom": [[-0.3, -0.2, -0.1], [0.0, 0.1, 0.0], [0.1, -0.9, -0.1], [0.7, 0.3, 0.3], [0.0, -0.2, 0.1], [0.0, 0.0, 0.2], [0.1, -0.2, -0.2], [0.6, 0.3, -0.2], [-0.2, 0.0, 0.2], [-0.2, 0.1, -0.2], [-0.3, -0.3, 0.1], [-0.4, 0.6, 0.0], [-0.2, 0.3, 0.1]]}

Record 5
{"formula": "C4H8O", "method": "the ωB97M-V functional and the def2-TZVPD basis", "molar_mass_g_mol": 72.11, "relative_energy_kcal_mol": 102.8, "e_homo_ev": [-8.045, -8.047], "orbital_gap_ev": [8.51, 8.51], "species": ["H", "H", "C", "H", "H", "O", "C", "H", "H", "H", "C", "H", "C"], "coordinates": [[2.16736, -0.10965, 1.55085], [1.52746, 1.17847, 0.49491], [1.81270, 0.11866, 0.54597], [-1.79322, -0.68120, -1.86340], [-2.18442, 1.15211, 0.40272], [0.70547, -0.71086, 0.28712], [-0.17891, -0.08896, -0.56457], [-1.55009, -1.80382, -0.41593], [-0.94745, 0.58100, 1.53857], [2.59785, -0.09104, -0.18927], [-1.33004, -0.85317, -0.88327], [0.30969, 0.45802, -1.38069], [-1.13639, 0.85042, 0.47699]], "forces_ev_per_angstrom": [[0.1, 0.0, -0.1], [0.1, -0.2, 0.1], [0.4, 0.1, 0.1], [-0.2, 0.4, 0.8], [0.4, 0.4, -1.0], [0.2, -0.2, -0.2], [-0.6, 1.3, 0.8], [0.2, 0.2, 0.2], [0.0, -0.7, -0.9], [0.1, 0.1, 0.1], [-0.5, 0.6, 0.8], [-0.2, 0.1, 0.3], [0.0, -2.2, -1.2]]}

Record 6
{"formula": "C4H8O2", "method": "the ωB97M-V functional and the def2-TZVPD basis", "molar_mass_g_mol": 88.11, "relative_energy_kcal_mol": 51.0, "e_homo_ev": 1.279, "smiles": "[O-]CCCC[O-]", "charge": -2, "orbital_gap_ev": 6.21, "species": ["C", "O", "H", "C", "H", "H", "H", "C", "H", "H", "H", "H", "O", "C"], "coordinates": [[-0.11755, 1.69360, 1.17660], [-0.24204, -2.94967, -0.98986], [1.54958, 0.15973, 0.59649], [-0.46208, -0.46428, -0.13579], [-0.46603, 1.13858, 2.03767], [-0.59612, -1.25681, 0.61104], [0.83329, 0.95582, -0.76264], [0.09639, -1.61380, -1.21306], [1.08707, -1.65414, -1.12012], [-1.04336, 2.30718, 0.66703], [-0.30446, -1.40525, -2.10879], [-1.61544, -0.14207, -0.39636], [0.69989, 2.69123, 1.42570], [0.58086, 0.53987, 0.21211]], "forces_ev_per_angstrom": [[0.8, 1.1, -2.7], [-0.8, 0.0, 0.6], [-0.8, 0.0, 0.4], [-1.5, -3.9, -1.0], [-0.7, -0.6, 0.8], [-0.3, 0.5, 0.7], [0.3, 0.9, 0.0], [-3.7, -1.4, 3.5], [4.6, 1.2, -0.1], [0.5, -2.3, 0.2], [-0.9, 1.7, -4.0], [3.0, -0.2, 0.4], [1.7, 1.2, 1.2], [-2.2, 1.9, 0.0]]}

Record 7
{"formula": "C4H8O2", "method": "the ωB97M-V functional and the def2-TZVPD basis", "molar_mass_g_mol": 88.11, "relative_energy_kcal_mol": 123.0, "e_homo_ev": -9.288, "orbital_gap_ev": 9.82, "species": ["H", "C", "C", "C", "H", "C", "H", "H", "H", "H", "H", "O", "H", "O"], "coordinates": [[0.45143, -1.27497, -1.44137], [1.40758, 0.13432, -0.40361], [-0.96754, -0.69222, 0.81006], [-0.18638, 0.53160, 0.37929], [2.04042, 0.22547, 0.47676], [-1.30573, 0.13252, -0.41820], [0.75570, 1.62915, 1.59133], [-0.49305, -1.66511, 0.66824], [-0.92137, -0.50058, -1.60436], [1.52501, 0.92931, -1.15490], [-2.25841, 0.61567, -0.62814], [1.63895, -1.08688, -0.95606], [-1.66028, -0.71786, 1.65681], [-0.02631, 1.73959, 1.02417]], "forces_ev_per_angstrom": [[4.8, 0.4, 1.6], [-2.0, 1.6, 1.6], [0.0, 0.0, 0.2], [3.4, -1.4, -1.3], [0.4, 0.3, 0.0], [0.3, -2.3, -3.8], [-0.4, 0.2, -0.1], [0.0, 0.3, -0.1], [-1.0, 1.7, 3.1], [0.0, 0.2, 0.5], [0.3, 0.0, 0.4], [-5.9, -1.4, -2.0], [0.2, 0.5, -0.3], [-0.1, -0.2, 0.3]]}

Record 8
{"formula": "C4H8O2", "method": "the ωB97M-V functional and the def2-TZVPD basis", "molar_mass_g_mol": 88.11, "relative_energy_kcal_mol": 62.9, "e_homo_ev": -9.011, "smiles": "O=CC/C=C/O.[H][H]", "orbital_gap_ev": 9.77, "species": ["C", "O", "H", "C", "O", "H", "C", "H", "H", "C", "H", "H", "H", "H"], "coordinates": [[-0.30177, 0.00359, 1.24385], [-1.20555, -0.14548, -2.41577], [1.93922, -1.22010, -0.37696], [-0.91526, 0.34303, -0.08992], [2.08525, 0.41468, 1.21884], [-0.96266, 0.27210, 2.07872], [-0.88690, -0.47574, -1.14196], [-1.25845, 1.36993, -0.22316], [1.67170, -1.67680, -0.90024], [0.95848, 0.84116, 1.30016], [-0.03925, -1.05584, 1.32329], [0.77174, 1.93740, 1.34059], [-0.59346, -1.51947, -1.07045], [-1.25859, 0.81846, -2.47564]], "forces_ev_per_angstrom": [[0.0, -0.1, 0.0], [-0.1, 0.2, -0.1], [0.0, -0.1, -0.1], [0.0, -0.1, -0.2], [-0.5, 0.2, 0.2], [0.1, 0.0, -0.1], [0.0, 0.0, 0.4], [0.0, -0.1, 0.0], [0.1, 0.0, 0.0], [0.3, -0.1, 0.0], [0.0, 0.2, -0.1], [0.1, -0.1, 0.0], [0.0, 0.2, 0.0], [-0.1, -0.2, -0.1]]}

Record 9
{"formula": "C4H8O2", "method": "the ωB97M-V functional and the def2-TZVPD basis", "molar_mass_g_mol": 88.11, "relative_energy_kcal_mol": 115.8, "e_homo_ev": -9.204, "orbital_gap_ev": 10.09, "species": ["O", "H", "C", "H", "H", "C", "C", "H", "H", "H", "O", "H", "H", "C"], "coordinates": [[0.89075, -0.46464, 1.30850], [-0.34759, 0.25018, -1.89847], [0.37154, -0.38479, -1.34309], [-1.61566, -0.79030, 0.49504], [-1.78377, 0.01368, 2.06517], [0.84107, 0.45454, -0.20763], [-0.02743, 0.60506, 0.97992], [0.14711, 1.49407, 1.59320], [2.10003, -0.12167, -2.13527], [-2.10883, 0.91653, 0.57551], [1.42505, -0.81234, -2.17645], [1.74412, -0.02790, 0.74595], [-0.16956, -1.28445, -1.02957], [-1.46683, 0.15203, 1.02718]], "forces_ev_per_angstrom": [[0.3, 0.0, 0.0], [0.1, -0.1, 0.1], [-0.2, 0.1, 0.3], [0.0, 0.1, 0.1], [0.0, 0.0, -0.1], [-0.3, 0.1, -0.3], [-0.2, 0.1, 0.0], [0.0, -0.1, -0.1], [0.0, -0.1, 0.0], [0.1, -0.1, 0.1], [0.2, 0.1, -0.1], [0.0, -0.2, 0.3], [0.1, 0.1, 0.0], [0.0, 0.0, -0.1]]}

Record 10
{"formula": "C4H8O2", "method": "the ωB97M-V functional and the def2-TZVPD basis", "molar_mass_g_mol": 88.11, "relative_energy_kcal_mol": 56.3, "e_homo_ev": -9.633, "orbital_gap_ev": 10.44, "species": ["C", "H", "H", "C", "C", "C", "H", "O", "H", "H", "H", "O", "H", "H"], "coordinates": [[-0.92261, 0.81815, -0.59131], [-0.22823, 1.20908, -1.33955], [-0.73734, -2.02505, 0.17560], [-1.16908, -1.01879, 0.28052], [1.24630, -0.22228, 0.06658], [-0.18621, 0.13652, 0.53890], [2.60962, 1.23377, -0.10808], [-1.54537, -0.42662, -0.97242], [-0.24936, 0.58087, 1.54552], [-1.64940, 1.58364, -0.29704], [1.20839, -1.07556, -0.63149], [1.96852, 0.77092, -0.65903], [1.68415, -0.48025, 1.02405], [-2.02938, -1.08440, 0.96776]], "forces_ev_per_angstrom": [[0.0, 0.4, -0.2], [-0.4, 0.0, -0.2], [-0.1, 0.2, -0.1], [0.1, -0.2, 0.1], [-0.4, -0.2, 0.4], [0.1, 0.1, -0.1], [-0.3, -0.2, 0.1], [-0.2, 0.0, -0.2], [0.3, 0.0, -0.5], [0.0, -0.1, -0.1], [-0.1, 0.1, 0.5], [-0.2, 0.2, 0.4], [1.0, -0.4, -0.2], [0.3, 0.2, -0.1]]}

Record 11
{"formula": "C4H8O2", "method": "the ωB97M-V functional and the def2-TZVPD basis", "molar_mass_g_mol": 88.11, "relative_energy_kcal_mol": 89.4, "e_homo_ev": -8.489, "orbital_gap_ev": 9.61, "species": ["H", "H", "H", "O", "C", "H", "H", "H", "C", "H", "C", "C", "O", "H"], "coordinates": [[0.65134, -1.44793, -2.11923], [1.43088, -2.59964, -0.97990], [-2.50646, -0.27188, 0.53115], [-0.71162, -0.75560, -0.29803], [0.53142, -1.01859, 0.03970], [2.19956, -1.05799, -1.28023], [0.76012, 1.19625, 0.12283], [-1.09111, -0.31113, 1.68331], [1.22075, -1.54281, -1.18595], [0.29177, 1.85831, 1.67220], [0.00106, 1.81866, 0.61494], [-1.45532, -0.02229, 0.68837], [-1.31389, 1.32256, 0.44000], [-0.02773, 2.81504, 0.17696]], "forces_ev_per_angstrom": [[0.0, 0.0, 0.2], [0.0, 0.1, 0.0], [0.2, 0.0, 0.1], [0.4, -0.1, 0.1], [-0.2, -0.2, -0.4], [-0.1, -0.1, 0.1], [-0.2, 0.3, -0.1], [0.0, 0.0, -0.2], [0.0, 0.0, 0.1], [-0.2, 0.1, -0.1], [0.2, 0.2, 0.1], [-0.2, -0.1, 0.2], [-0.1, 0.0, -0.1], [0.2, 0.0, 0.1]]}

Record 12
{"formula": "C4H8O2", "method": "the ωB97M-V functional and the def2-TZVPD basis", "molar_mass_g_mol": 88.11, "relative_energy_kcal_mol": 35.9, "e_homo_ev": -9.053, "smiles": "C/C(O)=C\\CO", "orbital_gap_ev": 9.90, "species": ["H", "H", "H", "C", "C", "H", "C", "H", "O", "O", "C", "H", "H", "H"], "coordinates": [[-2.55499, 0.04067, 0.16406], [1.28687, 1.65429, 1.74155], [1.34389, 0.80755, -1.84064], [-0.50520, 0.44989, 0.69115], [0.70234, 0.56609, 0.17870], [-0.81374, -2.14002, 0.50279], [1.30419, 0.03299, -1.07564], [0.75771, -0.82175, -1.45958], [1.60847, 1.43297, 0.85919], [-1.67477, -1.71206, 0.56631], [-1.58004, -0.42152, -0.00183], [-1.41629, -0.48698, -1.08499], [-0.79114, 0.86756, 1.64561], [2.33269, -0.26968, -0.88669]], "forces_ev_per_angstrom": [[0.0, -0.1, -0.1], [-0.2, -0.1, -0.3], [-0.1, 0.1, 0.0], [-1.7, -1.8, -1.2], [1.3, 2.1, 1.5], [0.0, 0.1, 0.0], [0.1, 0.1, 0.1], [-0.1, 0.0, 0.0], [0.0, -1.0, -1.0], [-0.1, -0.4, 0.1], [0.6, 0.8, 0.6], [0.1, 0.1, 0.1], [0.2, 0.2, 0.0], [0.0, 0.0, 0.1]]}

> Number 8 is which compound?

C4H8O2

> Number 7 is which compound?

C4H8O2